Computed, not measured: a 9-piece molecular cluster, C74H165N8O overall at a distorted geometry, with wB97M-V/def2-TZVPD.

Output
E_HOMO (alpha / beta): -24.08 / -24.08 eV
total energy: -93284.2150 eV
multiplicity: 2
net charge: +8
E_LUMO (alpha / beta): -14.06 / -17.57 eV
expectation value of S²: 0.754

Last column: Mulliken charge in e.
Geometry (Å):
C -0.6902 -0.6667 -0.1317  0.479
C -0.3433 0.7752 -0.5049  0.967
O 0.5734 1.4487 0.3212  0.528
H 0.1930 -1.2910 0.0041  -0.239
H -1.1988 -1.1545 -0.9633  -0.136
H -1.3122 -0.8097 0.7519  -0.401
H -1.3493 1.1941 -0.4822  -0.820
H 0.0213 0.7985 -1.5319  0.011
C 0.8291 3.2398 7.3730  -1.440
C 0.1001 2.1714 6.4650  -0.327
C -1.2933 2.6556 5.9395  -0.472
N -2.0621 1.4900 5.1149  0.415
C -1.5243 1.5645 3.6588  -1.371
C -2.4941 0.8308 2.6462  1.579
C -3.9683 1.2868 2.8652  -0.335
C -4.4213 1.2451 4.3089  -1.128
C -3.5188 1.9815 5.2530  -0.701
C -1.9330 0.1214 5.6935  -0.858
H 0.8802 4.1557 6.7843  0.302
H 1.8103 2.8407 7.6298  0.414
H 0.3817 3.4270 8.3492  0.401
H 0.1354 1.2157 6.9879  0.400
H 0.7766 1.8865 5.6592  0.175
H -1.0475 3.4527 5.2379  0.306
H -1.8828 3.0180 6.7816  0.554
H -1.6508 2.6222 3.4280  0.489
H -0.5049 1.1820 3.6083  0.018
H -2.1394 1.0119 1.6315  -1.096
H -2.3065 -0.2399 2.7273  0.123
H -4.0092 2.3257 2.5380  0.271
H -4.5530 0.6278 2.2234  0.210
H -5.3728 1.7450 4.4904  0.487
H -4.6686 0.2267 4.6085  0.395
H -3.5224 3.0558 5.0686  0.461
H -3.7809 1.8613 6.3041  0.539
H -0.9619 -0.3472 5.5337  0.147
H -2.4561 -0.6306 5.1029  0.415
H -2.2915 0.0900 6.7224  0.404
C -3.1224 -3.6898 1.4169  -1.241
C -3.6142 -4.8053 0.4793  0.351
C -2.6187 -5.9952 0.2374  -0.896
N -3.1424 -7.1118 -0.7155  0.110
C -3.1557 -6.4831 -2.1040  -0.535
C -3.1705 -7.5252 -3.2722  -0.743
C -2.1253 -8.7091 -3.0031  -0.728
C -2.3635 -9.3126 -1.6039  -0.579
C -2.1178 -8.2769 -0.5039  -0.537
C -4.5534 -7.6235 -0.3473  -0.873
H -3.8303 -3.1900 2.0781  0.464
H -2.7496 -2.8868 0.7810  -0.111
H -2.2691 -3.8634 2.0725  0.543
H -3.8429 -4.3471 -0.4829  -0.210
H -4.5695 -5.1583 0.8678  0.366
H -2.4775 -6.4231 1.2299  0.461
H -1.6316 -5.6864 -0.1068  0.432
H -2.2365 -5.9084 -2.2174  0.360
H -3.9578 -5.7504 -2.0155  0.288
H -3.0835 -7.0029 -4.2250  0.427
H -4.0954 -8.0998 -3.3213  0.348
H -1.0908 -8.3868 -3.1212  0.327
H -2.3991 -9.3366 -3.8512  0.408
H -1.6372 -10.1021 -1.4109  0.392
H -3.3835 -9.6925 -1.5451  0.271
H -1.0803 -7.9441 -0.4717  0.392
H -2.3665 -8.7528 0.4446  0.413
H -4.6550 -7.8250 0.7191  0.392
H -4.9720 -8.4905 -0.8583  0.352
H -5.2023 -6.7762 -0.5692  0.359
C 3.2112 -3.3233 -0.3889  -1.249
C 3.9922 -2.0426 -0.2484  -0.594
C 3.4385 -0.6737 -0.9730  0.254
N 4.1924 0.6896 -0.7024  0.605
C 5.6288 0.5265 -1.0330  -0.759
C 5.8752 0.3274 -2.5172  -0.470
C 5.4401 1.5432 -3.2626  -1.029
C 3.9677 1.7366 -2.9975  -0.162
C 3.6895 1.9537 -1.4964  -0.249
C 4.0644 1.0769 0.8525  -0.958
H 2.2955 -3.1279 0.1693  0.113
H 3.6680 -4.2126 0.0454  0.437
H 2.9604 -3.4449 -1.4426  0.318
H 4.9802 -2.1407 -0.6981  0.465
H 4.3408 -1.8670 0.7693  0.029
H 2.4180 -0.4259 -0.6811  -0.186
H 3.4795 -0.6818 -2.0622  0.016
H 6.1448 -0.1588 -0.3606  0.560
H 6.0849 1.4879 -0.7967  0.516
H 5.2328 -0.5202 -2.7562  0.064
H 6.8832 0.0164 -2.7918  0.476
H 5.6556 1.5218 -4.3308  0.485
H 6.0504 2.3381 -2.8341  0.327
H 3.2505 1.0062 -3.3719  -0.436
H 3.5344 2.5914 -3.5169  0.632
H 2.6451 2.0015 -1.1881  0.183
H 4.2922 2.8112 -1.1974  0.324
H 3.0224 1.0490 1.1712  -0.017
H 4.5760 2.0367 0.9246  0.649
H 4.6990 0.3855 1.4070  0.335
C -3.5931 8.6579 -1.2036  -1.537
C -3.3728 7.2610 -0.8588  -0.032
C -1.9619 6.8487 -1.0613  -0.661
N -1.6715 5.3423 -0.7591  0.450
C -0.2617 5.0390 -1.3644  -0.080
C -0.2375 4.9277 -2.9079  -0.797
C -1.3036 3.9015 -3.3512  -0.239
C -2.7535 4.2743 -2.8219  -1.247
C -2.7040 4.2687 -1.3481  0.175
C -1.7233 5.0429 0.7525  -0.727
H -3.4998 8.8751 -2.2676  0.371
H -2.8591 9.2645 -0.6731  0.366
H -4.6014 9.0311 -1.0245  0.410
H -4.1027 6.7532 -1.4893  0.202
H -3.7333 6.9830 0.1316  0.294
H -1.3079 7.4157 -0.3988  0.505
H -1.6979 7.1896 -2.0624  0.342
H 0.4739 5.6720 -0.8680  0.662
H -0.0013 4.0957 -0.8844  -0.355
H -0.4790 5.7672 -3.5598  0.380
H 0.5957 4.4397 -3.4137  0.345
H -1.4458 3.9069 -4.4319  0.535
H -1.1402 2.8681 -3.0454  -0.128
H -3.3113 5.1438 -3.1697  0.424
H -3.4495 3.5069 -3.1604  0.490
H -3.6502 4.3261 -0.8100  0.553
H -2.2607 3.3471 -0.9708  -0.409
H -1.4492 4.0057 0.9454  -0.195
H -2.7196 5.2270 1.1545  0.431
H -0.9859 5.7171 1.1883  0.529
C 1.5849 4.0171 2.0074  -0.552
C 2.3329 4.9916 2.9892  -0.399
C 3.8195 4.7760 2.8737  -0.663
N 4.6732 5.7337 3.8156  0.151
C 4.3884 7.2318 3.3818  -0.765
C 4.8738 7.4689 1.9871  -0.242
C 6.3095 7.1103 1.7975  -1.065
C 6.6348 5.6436 2.1016  -0.192
C 6.2022 5.2930 3.5390  -0.591
C 4.3095 5.5285 5.3679  -0.931
H 1.8161 2.9783 2.2427  -0.013
H 1.8333 4.2976 0.9838  0.429
H 0.4980 4.0590 2.0777  -0.166
H 1.9004 4.9476 3.9888  0.234
H 2.0941 6.0024 2.6586  0.270
H 4.1202 4.7520 1.8263  0.224
H 4.0989 3.7641 3.1671  0.336
H 3.3103 7.2903 3.5311  0.552
H 5.0233 7.8037 4.0584  0.432
H 4.2592 6.8847 1.3023  0.086
H 4.7271 8.5114 1.7047  0.453
H 6.7008 7.4292 0.8314  0.493
H 6.9206 7.7443 2.4400  0.327
H 6.2707 5.1631 1.1935  -0.046
H 7.6967 5.4072 2.0339  0.574
H 6.3561 4.2290 3.7185  0.355
H 6.8480 5.8336 4.2310  0.457
H 4.4531 4.4712 5.5907  0.316
H 3.2708 5.8540 5.4253  0.439
H 4.8777 6.2355 5.9724  0.418
C 0.9065 -1.4563 3.0351  -0.669
C 2.2835 -2.1511 3.2179  0.433
C 2.6901 -2.2226 4.7592  -1.455
N 4.0182 -2.8976 5.0798  0.367
C 4.2043 -2.8227 6.6157  -0.449
C 5.3228 -3.7035 7.0305  -0.702
C 5.3589 -5.1642 6.3880  -0.751
C 5.1289 -5.3157 4.8983  -0.584
C 3.8311 -4.4071 4.6278  -0.625
C 5.2280 -2.1624 4.3699  -0.788
H 1.2284 -0.4158 2.9921  0.059
H 0.2061 -1.6566 3.8459  0.673
H 0.3807 -1.7750 2.1351  -0.183
H 3.0814 -1.6995 2.6284  -0.467
H 2.1030 -3.2008 2.9863  0.511
H 1.8857 -2.7373 5.2846  0.444
H 2.6173 -1.1921 5.1070  0.517
H 3.2213 -3.1160 6.9840  0.431
H 4.5663 -1.8279 6.8754  0.387
H 5.0786 -3.7909 8.0892  0.384
H 6.2727 -3.2113 6.8219  0.369
H 4.6091 -5.7319 6.9390  0.347
H 6.3273 -5.6141 6.6069  0.392
H 4.8477 -6.3205 4.5831  0.399
H 6.0110 -5.0434 4.3188  0.335
H 2.9380 -4.6960 5.1820  0.410
H 3.7316 -4.3744 3.5429  0.263
H 5.2258 -2.1359 3.2802  0.041
H 6.0986 -2.7828 4.5828  0.520
H 5.4155 -1.2195 4.8834  0.351
C -0.9758 -2.6390 -9.1549  -1.388
C 0.2181 -2.9440 -8.2338  -0.415
C 0.5198 -1.7851 -7.2896  -0.486
N 1.8431 -1.9554 -6.5156  0.010
C 2.2821 -0.6294 -5.7454  -1.026
C 1.0791 -0.2323 -4.7875  -0.822
C 0.8614 -1.4648 -3.8119  1.790
C 0.6796 -2.8193 -4.4395  -1.036
C 1.7593 -3.0870 -5.5249  -1.075
C 3.0830 -2.2688 -7.4459  -0.911
H -1.0687 -3.3893 -9.9400  0.397
H -0.7701 -1.7380 -9.7328  0.383
H -1.9066 -2.4219 -8.6308  0.340
H 1.0493 -3.3281 -8.8251  0.237
H -0.0325 -3.6480 -7.4402  0.248
H -0.3577 -1.9043 -6.6541  0.167
H 0.5575 -0.9141 -7.9439  0.609
H 2.6696 0.1104 -6.4459  0.669
H 3.1330 -0.9471 -5.1428  0.427
H 0.2255 0.0748 -5.3918  0.528
H 1.2880 0.6777 -4.2249  0.480
H -0.0360 -1.4353 -3.1937  -0.413
H 1.6954 -1.6522 -3.1356  -0.830
H -0.3529 -2.9331 -4.7696  0.366
H 0.9126 -3.6005 -3.7160  0.579
H 1.4972 -3.9942 -6.0693  0.526
H 2.7794 -3.1233 -5.1428  0.516
H 4.0108 -2.1721 -6.8820  0.458
H 3.3405 -1.4332 -8.0967  0.363
H 2.8860 -3.2225 -7.9356  0.452
C -8.7580 -1.9888 -5.9099  -1.345
C -7.4844 -2.1448 -5.0268  -0.368
C -7.5743 -1.0605 -3.9119  -0.661
N -6.7235 -1.2079 -2.5455  0.013
C -6.9313 0.1652 -1.7583  -0.955
C -5.8797 0.3716 -0.6431  -0.849
C -4.3925 0.2193 -1.1925  1.237
C -4.2798 -1.0775 -2.1061  0.224
C -5.3223 -1.1935 -3.2056  -1.374
C -7.0469 -2.4910 -1.7348  -0.822
H -9.6754 -2.3375 -5.4357  0.389
H -8.7040 -2.6060 -6.8067  0.394
H -8.7977 -0.9458 -6.2238  0.372
H -6.5826 -2.0247 -5.6272  0.346
H -7.4079 -3.1145 -4.5349  0.291
H -8.6116 -1.1516 -3.5899  0.449
H -7.4033 -0.0442 -4.2669  0.493
H -6.7805 0.9226 -2.5275  0.390
H -7.9406 0.4234 -1.4380  0.542
H -5.9256 1.4032 -0.2943  0.627
H -6.0834 -0.2382 0.2371  0.373
H -4.1139 1.0816 -1.7982  -0.157
H -3.5674 0.1921 -0.4808  -0.607
H -3.2255 -1.2178 -2.3445  0.270
H -4.5076 -1.9099 -1.4402  -0.280
H -5.1346 -0.3638 -3.8872  0.345
H -5.1899 -2.1095 -3.7812  0.658
H -6.5935 -2.2815 -0.7659  0.388
H -6.5607 -3.2960 -2.2858  0.376
H -8.1304 -2.5939 -1.6759  0.314